1.
Formula: C20H23N2O2
Source: the Open Molecules 2025 dataset
Level of theory: wB97M-V/def2-TZVPD

Geometry as ORCA input:
```
! wB97M-V def2-TZVPD RIJCOSX def2/J DEFGRID3
* xyz 1 1
C 3.711 1.402 -2.429
C 3.588 0.265 -1.500
N 2.638 -0.008 -0.612
C 3.000 -1.190 0.017
C 4.191 -1.652 -0.509
C 5.030 -2.835 -0.235
N 4.539 -0.718 -1.464
H 2.875 2.086 -2.257
H 4.658 1.936 -2.264
H 3.682 1.047 -3.469
H 2.408 -1.643 0.798
H 4.579 -3.417 0.580
H 5.116 -3.495 -1.114
H 6.051 -2.554 0.076
H 5.363 -0.753 -2.062
C -2.413 0.899 6.047
O -1.148 1.314 5.484
C -1.016 1.335 4.133
C 0.292 1.552 3.619
C 0.541 1.379 2.281
C -0.500 1.013 1.364
C -0.151 0.694 0.031
C -1.039 0.302 -1.005
C -0.695 0.594 -2.364
C -1.526 0.259 -3.406
C -2.759 -0.400 -3.155
O -3.522 -0.718 -4.233
C -4.802 -1.348 -3.996
C -3.118 -0.721 -1.821
C -2.261 -0.405 -0.784
C -1.837 1.022 1.879
C -2.089 1.111 3.234
H -2.251 0.969 7.122
H -3.227 1.570 5.740
H -2.655 -0.136 5.766
H 1.079 1.807 4.326
H 1.550 1.517 1.889
H 0.887 0.839 -0.239
H 0.243 1.116 -2.558
H -1.270 0.478 -4.442
H -5.185 -1.549 -4.996
H -4.694 -2.287 -3.434
H -5.479 -0.668 -3.458
H -4.062 -1.233 -1.617
H -2.530 -0.723 0.222
H -2.684 0.957 1.199
H -3.107 0.991 3.616
*
```

Results
* gap between HOMO and LUMO: 0.223 Eh
* LUMO: -0.1718 Eh
* calculated total energy: -28181.47488 eV
* energy above the lowest of the compared OMol25 structures with the same formula, charge and spin: 0.0 kcal/mol

2.
Formula: C2H2N6
Source: the Open Molecules 2025 dataset
Level of theory: wB97M-V/def2-TZVPD

Geometry as ORCA input:
```
! wB97M-V def2-TZVPD RIJCOSX def2/J DEFGRID3
* xyz 0 1
C 0.198 -0.779 -0.807
C 0.029 1.398 0.647
H -1.332 -1.728 -1.200
H -0.317 2.382 0.825
N -0.677 -0.956 -1.741
N 1.187 0.265 -0.945
N 1.161 1.210 -0.171
N -0.574 0.482 1.372
N -0.033 -0.784 1.505
N 0.360 -1.490 0.515
*
```

Results
* gap between HOMO and LUMO: 0.319 Eh
* LUMO: -0.0499 Eh
* calculated total energy: -11041.35998 eV
* energy above the lowest of the compared OMol25 structures with the same formula, charge and spin: 58.7 kcal/mol

3.
Formula: C3H5ClN2O
Source: the Open Molecules 2025 dataset
Level of theory: wB97M-V/def2-TZVPD

Geometry as ORCA input:
```
! wB97M-V def2-TZVPD RIJCOSX def2/J DEFGRID3
* xyz 0 1
C -0.941 0.217 0.183
C -1.178 -1.176 -0.565
C 0.335 0.905 0.401
N -2.022 0.646 0.580
N -3.072 -0.096 0.791
O -2.337 -1.729 -0.264
Cl -4.462 0.379 -0.085
H -1.295 -0.998 -1.682
H -0.313 -1.769 -0.254
H 0.375 1.175 1.533
H 0.283 1.842 -0.097
H 1.282 0.509 0.272
*
```

Results
* gap between HOMO and LUMO (spin up / spin down): 0.312 / 0.312 Eh
* LUMO (spin up / spin down): -0.0250 / -0.0250 Eh
* calculated total energy: -20736.89774 eV
* energy above the lowest of the compared OMol25 structures with the same formula, charge and spin: 131.9 kcal/mol

4.
Formula: C42H41N8O3S2ScSeSi
Source: the Open Molecules 2025 dataset
Level of theory: wB97M-V/def2-TZVPD

Geometry as ORCA input:
```
! wB97M-V def2-TZVPD RIJCOSX def2/J DEFGRID3
* xyz -2 1
Sc -0.044 0.467 -0.198
O -2.173 -3.188 1.026
C -2.304 -3.835 -0.141
C -2.917 -5.090 -0.094
C -3.099 -5.830 -1.246
C -2.685 -5.332 -2.483
C -2.092 -4.082 -2.537
C -1.892 -3.319 -1.384
C -1.245 -1.988 -1.479
O -0.794 -1.461 -0.392
N -1.171 -1.430 -2.653
N -0.514 -0.235 -2.523
C -0.280 0.394 -3.589
C 0.538 1.614 -3.533
C 0.787 2.358 -4.672
C 1.652 3.441 -4.586
C 2.250 3.724 -3.374
C 1.929 2.932 -2.278
N 1.081 1.917 -2.350
H -1.677 -2.356 0.879
H -3.232 -5.463 0.876
H -3.569 -6.805 -1.183
H -2.816 -5.918 -3.388
H -1.763 -3.656 -3.477
H -0.603 0.008 -4.549
H 0.304 2.091 -5.604
H 1.852 4.053 -5.458
H 2.933 4.557 -3.257
H 2.360 3.127 -1.302
S 3.028 0.100 2.221
C 2.200 1.533 2.019
N 1.022 1.812 1.409
C 0.573 3.116 1.719
C -0.691 3.635 1.451
C -1.010 4.929 1.836
C -0.081 5.733 2.491
C 1.174 5.223 2.794
C 1.477 3.918 2.424
S 2.893 2.984 2.778
H -1.419 3.016 0.957
H -1.998 5.316 1.611
H -0.338 6.751 2.770
H 1.905 5.822 3.328
C 6.296 -4.905 0.645
C 5.334 -3.815 0.225
C 5.766 -2.516 0.002
C 4.896 -1.499 -0.405
C 5.461 -0.118 -0.634
C 3.530 -1.782 -0.590
Se 2.402 -0.353 -1.220
C 3.079 -3.102 -0.377
C 1.638 -3.486 -0.554
C 3.986 -4.086 0.026
H 7.239 -4.482 1.000
H 6.526 -5.578 -0.190
H 5.874 -5.518 1.449
H 6.819 -2.274 0.151
H 6.554 -0.141 -0.587
H 5.083 0.576 0.123
H 5.146 0.277 -1.601
H 1.257 -3.123 -1.513
H 1.023 -3.025 0.222
H 1.511 -4.572 -0.500
H 3.618 -5.100 0.193
N -2.831 2.181 -2.619
C -1.888 2.727 -1.817
O -1.332 1.963 -0.981
C -1.615 4.112 -1.987
C -2.291 4.802 -3.038
N -2.834 5.329 -3.915
C -0.686 4.874 -1.210
N 0.035 5.571 -0.638
H -3.115 1.237 -2.432
H -3.401 2.767 -3.203
C -3.798 -0.413 -0.411
Si -3.341 0.458 1.201
C -3.957 2.232 1.039
C -4.533 -0.318 2.441
N -1.689 0.234 1.526
C -1.220 -0.215 2.751
C -0.028 -0.959 2.862
C 0.451 -1.414 4.079
C -0.240 -1.161 5.260
C -1.409 -0.412 5.187
C -1.881 0.059 3.971
H -4.675 0.060 -0.881
H -4.040 -1.469 -0.228
H -2.963 -0.398 -1.116
H -5.054 2.251 1.118
H -3.681 2.687 0.077
H -3.545 2.863 1.838
H -5.477 -0.537 1.925
H -4.752 0.355 3.281
H -4.137 -1.257 2.855
H 0.548 -1.185 1.981
H 1.385 -1.967 4.098
H 0.136 -1.518 6.214
H -1.954 -0.171 6.095
H -2.773 0.675 3.953
*
```

Results
* gap between HOMO and LUMO: 0.223 Eh
* LUMO: 0.1495 Eh
* calculated total energy: -177887.60986 eV
* energy above the lowest of the compared OMol25 structures with the same formula, charge and spin: 28.6 kcal/mol

5.
Formula: C17H15N3O3P
Source: the Open Molecules 2025 dataset
Level of theory: wB97M-V/def2-TZVPD

Geometry as ORCA input:
```
! wB97M-V def2-TZVPD RIJCOSX def2/J DEFGRID3
* xyz 1 1
N -5.784 -2.291 3.974
P -4.427 -3.204 3.286
O -4.064 -4.517 4.265
C -2.993 -1.938 3.361
C -2.428 -1.431 4.587
N -1.460 -0.515 4.074
C -1.437 -0.502 2.716
N -2.388 -1.367 2.235
H -5.827 -1.461 3.357
H -5.398 -1.897 4.852
H -3.524 -4.251 5.037
H -2.668 -1.660 5.645
H -0.856 0.067 4.655
H -0.770 0.136 2.093
H -2.654 -1.578 1.270
C 0.958 4.635 -3.076
C -0.133 4.220 -2.318
C -0.165 2.939 -1.788
C 0.891 2.061 -2.023
C 1.975 2.471 -2.803
C 2.010 3.762 -3.318
C 3.085 1.532 -3.103
O 4.029 1.888 -3.778
C 3.015 0.149 -2.571
C 4.018 -0.761 -2.891
C 3.969 -2.054 -2.388
C 2.922 -2.440 -1.556
C 1.917 -1.539 -1.239
C 1.954 -0.244 -1.753
C 0.857 0.701 -1.437
O -0.066 0.362 -0.709
H 0.986 5.639 -3.482
H -0.959 4.898 -2.140
H -1.014 2.622 -1.195
H 2.855 4.088 -3.913
H 4.837 -0.465 -3.535
H 4.749 -2.762 -2.642
H 2.889 -3.448 -1.158
H 1.102 -1.846 -0.595
*
```

Results
* gap between HOMO and LUMO: 0.309 Eh
* LUMO: -0.1263 Eh
* calculated total energy: -37768.05431 eV

6.
Formula: C34H25IN5O5Pt
Source: the Open Molecules 2025 dataset
Level of theory: wB97M-V/def2-TZVPD

Geometry as ORCA input:
```
! wB97M-V def2-TZVPD RIJCOSX def2/J DEFGRID3
* xyz -1 1
Pt 1.878 0.341 -0.595
O 1.855 -3.866 0.927
C 3.156 -3.910 1.274
C 3.631 -5.096 1.837
C 4.954 -5.212 2.214
C 5.833 -4.147 2.036
C 5.365 -2.973 1.479
C 4.033 -2.829 1.089
C 3.567 -1.556 0.487
O 2.289 -1.464 0.220
N 4.433 -0.614 0.261
N 3.811 0.488 -0.312
C 4.528 1.508 -0.608
C 4.029 2.715 -1.217
C 4.984 3.723 -1.462
C 4.664 4.922 -2.043
C 3.328 5.148 -2.411
C 2.371 4.195 -2.191
C 2.671 2.945 -1.586
O 1.673 2.128 -1.428
H 1.694 -2.960 0.577
H 2.932 -5.911 1.967
H 5.305 -6.140 2.650
H 6.870 -4.235 2.331
H 6.023 -2.129 1.327
H 5.589 1.440 -0.382
H 6.010 3.523 -1.172
H 5.422 5.674 -2.217
H 3.046 6.086 -2.875
H 1.339 4.362 -2.475
I -3.150 3.901 -2.801
C -2.463 3.636 -0.848
C -3.292 3.895 0.229
C -2.790 3.666 1.499
C -1.488 3.204 1.625
N -0.690 2.974 0.589
C -1.172 3.174 -0.634
H -4.305 4.243 0.082
H -3.405 3.825 2.375
H -1.068 2.994 2.603
H -0.501 2.943 -1.453
O -0.238 -0.160 -3.132
C -0.751 -0.170 -2.036
N -2.114 -0.389 -1.816
C -2.350 -0.657 -0.406
C -0.996 -0.197 0.199
O -0.784 -0.126 1.392
N -0.125 0.021 -0.817
C -2.527 -2.161 -0.169
C -1.460 -2.967 0.216
C -1.617 -4.341 0.335
C -2.846 -4.926 0.072
C -3.919 -4.129 -0.305
C -3.761 -2.756 -0.419
C -3.532 0.114 0.154
C -4.416 0.781 -0.684
C -5.540 1.415 -0.167
C -5.784 1.397 1.196
C -4.895 0.743 2.042
C -3.781 0.101 1.526
H -2.548 -0.987 -2.503
H -0.501 -2.522 0.442
H -0.768 -4.941 0.636
H -2.971 -5.998 0.166
H -4.886 -4.576 -0.504
H -4.607 -2.138 -0.695
H -4.212 0.819 -1.746
H -6.218 1.930 -0.838
H -6.659 1.890 1.601
H -5.073 0.729 3.110
H -3.085 -0.410 2.179
*
```

Results
* gap between HOMO and LUMO: 0.263 Eh
* LUMO: 0.0793 Eh
* calculated total energy: -64704.42834 eV
* energy above the lowest of the compared OMol25 structures with the same formula, charge and spin: 0.0 kcal/mol

7.
Formula: C5H13NP
Source: the Open Molecules 2025 dataset
Level of theory: wB97M-V/def2-TZVPD

Geometry as ORCA input:
```
! wB97M-V def2-TZVPD RIJCOSX def2/J DEFGRID3
* xyz 1 1
C 0.427 0.808 1.113
C -1.245 0.289 0.931
C 0.498 2.317 0.898
C 0.577 -2.099 -1.461
C 0.393 -0.587 -1.001
N -1.061 -0.581 -0.272
P 2.003 0.064 -0.059
H 0.649 0.741 2.228
H -2.088 0.943 0.863
H -0.109 2.732 1.626
H 1.553 2.536 0.935
H 0.013 2.676 -0.010
H 1.202 -2.192 -2.352
H 0.899 -2.784 -0.648
H -0.453 -2.451 -1.632
H 0.079 0.001 -1.961
H -1.672 -0.372 -1.044
H -1.431 -0.296 1.818
H -1.199 -1.543 -0.081
H 2.015 -0.983 0.893
*
```

Results
* gap between HOMO and LUMO: 0.388 Eh
* LUMO: -0.1271 Eh
* calculated total energy: -16165.00916 eV
* energy above the lowest of the compared OMol25 structures with the same formula, charge and spin: 60.3 kcal/mol

8.
Formula: C21H27N3O3
Source: the Open Molecules 2025 dataset
Level of theory: wB97M-V/def2-TZVPD

Geometry as ORCA input:
```
! wB97M-V def2-TZVPD RIJCOSX def2/J DEFGRID3
* xyz 0 1
C -5.792 -1.206 -0.557
C -4.472 -0.950 0.157
C -3.352 -1.800 -0.408
O -3.532 -2.571 -1.326
C -2.015 -1.642 0.212
C -0.995 -2.495 -0.209
C 0.292 -2.387 0.277
C 0.593 -1.393 1.206
C -0.434 -0.563 1.670
C -1.714 -0.684 1.182
H -2.471 -0.011 1.552
H -0.197 0.188 2.407
O 1.828 -1.126 1.710
C 2.956 -1.825 1.244
C 3.381 -1.494 -0.200
O 4.104 -2.638 -0.615
H 4.446 -2.497 -1.505
C 4.246 -0.212 -0.370
N 3.636 1.018 -0.801
C 2.722 1.019 -1.913
H 2.975 0.211 -2.602
C 1.232 0.915 -1.533
N 0.890 1.845 -0.479
C -0.418 2.152 -0.222
N -0.652 2.797 0.926
C -1.882 3.177 1.216
C -2.975 2.947 0.402
C -2.746 2.269 -0.790
C -1.471 1.859 -1.111
H -1.306 1.316 -2.026
H -3.562 2.059 -1.467
H -3.962 3.277 0.683
H -1.986 3.693 2.163
C 1.819 1.907 0.639
H 1.541 2.773 1.240
C 3.261 2.035 0.151
H 3.937 2.002 1.007
H 3.387 3.002 -0.351
H 1.732 1.011 1.260
H 0.657 1.158 -2.428
H 0.969 -0.112 -1.233
H 2.864 1.971 -2.440
H 5.006 -0.466 -1.126
H 4.782 -0.010 0.560
H 2.480 -1.395 -0.820
H 2.801 -2.909 1.299
H 3.759 -1.560 1.936
H 1.048 -3.072 -0.073
H -1.235 -3.250 -0.944
H -4.186 0.100 0.060
H -4.566 -1.173 1.223
H -6.579 -0.584 -0.139
H -5.693 -0.986 -1.617
H -6.077 -2.251 -0.458
*
```

Results
* gap between HOMO and LUMO: 0.309 Eh
* LUMO: 0.0195 Eh
* calculated total energy: -32827.54642 eV
* energy above the lowest of the compared OMol25 structures with the same formula, charge and spin: 89.7 kcal/mol